Density functional theory data (the ωB97M-V functional and the def2-TZVPD basis) for a cluster of 2 separate species, C4H11NO3 in total at a distorted geometry.

Results
Kohn-Sham gap   10.53 eV
Total energy   -439.4916 Eh
Net charge   0
SMILES   CCCNC(=O)O.O
Relative energy (zero: lowest compared OMol25 entry of this formula, charge and spin)   90.0 kJ/mol

Last column: Löwdin charge in e.
CARTESIAN COORDINATES (ANGSTROEM)
1 H -0.57106 -1.38190 -2.32904  0.0781
2 H -0.49508 -2.27878 -0.09618  0.1086
3 H 0.05624 0.30496 -1.57941  0.0746
4 H -0.20796 -0.32075 1.28977  0.1053
5 H -2.56180 0.16336 0.32178  0.0137
6 C 0.68244 -0.71346 0.83348  -0.1941
7 H -1.48169 -0.47455 -1.20563  0.0238
8 H -2.93704 0.77267 -1.07566  0.0297
9 O 0.77637 1.73241 1.99137  0.1055
10 H 2.35861 0.11366 -0.21312  0.1530
11 C 0.19710 -1.49410 -0.40008  -0.2327
12 H 1.17404 -1.42653 1.49892  0.1185
13 H 0.42130 2.62343 1.93663  0.1234
14 N 1.62859 0.32209 0.44609  0.0797
15 C 1.52563 1.60657 0.87775  -0.6273
16 O 2.06110 2.56024 0.35985  0.0758
17 C -0.45653 -0.64671 -1.53881  -0.0799
18 H 1.11164 -1.88451 -0.86538  0.0990
19 O -3.28189 0.42191 -0.25234  -0.0546